# 1
ORCA calculation (ωB97M-V with the def2-TZVPD basis set) on a molecular structure, H12MgO6 at a distorted geometry.

* net charge: +2
* frontier orbital gap: 13.3 eV
* HOMO: -0.7452 Ha
* lowest unoccupied orbital energy: -7.026 eV
* total energy: -658.32221 Ha

Element x y z (Å)
Mg 0.040 -0.029 -0.146
O -1.318 -1.067 1.129
O -1.505 0.875 -1.087
O 1.471 0.854 -1.153
O -0.087 1.646 1.130
O -0.090 -1.626 -1.270
O 1.446 -0.662 1.119
H 0.287 1.746 2.013
H 0.370 -1.771 -2.108
H -2.278 -1.084 1.233
H 1.374 1.298 -2.008
H -0.985 -1.571 1.881
H -2.044 0.513 -1.803
H -0.346 2.540 0.877
H 1.372 -1.055 1.998
H 2.409 0.938 -0.942
H -2.009 1.624 -0.744
H -0.498 -2.474 -1.051
H 2.392 -0.698 0.931



# 2
ORCA calculation (ωB97M-V with the def2-TZVPD basis set) on 9 unconnected molecules or ions with the total composition C29H65BrN9O25P3S2 at a distorted geometry.

* frontier orbital gap: 7.7 eV
* HOMO: -0.3104 Ha
* lowest unoccupied orbital energy: -0.698 eV
* total energy: -7911.53519 Ha
* SMILES: C=C[C@@H](O[C@@H](CCC(=O)O)P(O)Br)[C@@H](CCCCN(CCCC)C(=S)SCCC)O[C@H]([PH2]=O)P(=O)(O)O.C[N+](=O)[O-].C[N+](=O)[O-].C[N+](=O)[O-].C[N+](=O)[O-].C[N+](=O)[O-].C[N+](=O)[O-].C[N+](=O)[O-].C[N+](=O)[O-]

Element x y z (Å)
Br -4.645 0.064 -3.258
S 2.507 -7.359 -2.300
S 2.228 -5.807 0.172
P 3.356 3.341 -2.549
P -2.458 0.306 -3.706
P 1.174 3.627 -4.608
O 0.984 9.032 -3.687
O -5.468 -4.851 7.785
O 1.636 1.375 -3.387
O 3.517 4.770 -2.798
O 3.514 3.078 -0.963
O 4.023 7.889 2.921
O -8.363 -0.843 3.959
O 3.119 -2.452 1.610
O 4.421 2.376 -3.227
O 4.931 5.944 3.057
O 4.416 -3.001 -0.009
O 1.210 2.723 -5.773
O -2.184 2.210 2.458
O -12.755 -2.793 6.129
O -6.969 -1.572 5.416
O -2.171 -2.464 2.120
O -0.543 3.427 3.129
O 4.905 9.807 -1.035
O 6.518 11.065 -0.380
O -3.974 -1.401 1.288
O -3.813 -3.789 8.654
O 0.285 7.950 -1.966
O -11.316 -2.849 7.726
O -0.558 0.707 -2.015
O -2.167 -0.999 -4.668
N 4.618 6.944 2.451
N 1.058 -5.051 -2.117
N 5.387 10.888 -0.755
N -11.722 -2.449 6.658
N -7.311 -1.351 4.271
N 4.184 -2.818 1.167
N 1.164 8.374 -2.687
N -4.923 -3.842 8.172
N -1.691 3.271 2.775
C -3.419 -5.364 -2.076
C -1.806 -0.814 0.363
C 4.498 12.074 -0.892
C 1.849 0.445 -2.354
C -6.361 -1.738 3.194
C -1.562 -0.265 -2.134
C 2.130 -0.898 -3.019
C 1.374 -3.640 -1.895
C -1.221 -4.465 -1.112
C 1.702 2.725 -3.027
C 0.835 0.986 -0.086
C 3.913 -6.688 -3.236
C 2.958 -1.765 -2.074
C 0.186 2.100 0.249
C -5.686 -2.571 8.032
C 0.627 0.270 -1.403
C 5.017 -6.055 -2.382
C -10.892 -1.452 5.927
C 5.294 -3.066 2.126
C 5.000 7.009 1.014
C 6.363 -6.749 -2.531
C 1.888 -5.931 -1.405
C 2.573 8.068 -2.324
C -2.494 -0.384 -0.937
C -0.381 -5.415 -1.949
C -2.742 -1.573 1.268
C 2.790 -3.270 -2.323
C -2.615 -5.016 -0.811
C -2.570 4.470 2.712
H 2.681 -1.552 -1.045
H 2.689 -0.695 -3.928
H 2.709 0.674 -1.727
H 6.718 -6.603 -3.548
H -1.375 -3.542 -1.667
H -5.074 -1.764 8.416
H -6.602 -2.677 8.604
H 3.085 9.011 -2.177
H -3.405 4.294 3.382
H 1.284 -3.350 -0.848
H -0.439 -6.421 -1.546
H 6.111 -2.403 1.855
H -10.629 -1.884 4.968
H 7.093 -6.261 -1.897
H -2.921 -5.012 -2.972
H -1.221 -2.511 1.975
H 4.660 7.952 0.607
H 0.274 2.518 1.237
H -0.461 2.632 -0.429
H -0.740 -4.190 -0.177
H 0.583 -0.793 -1.182
H 5.060 12.955 -0.611
H -2.982 -1.509 -4.745
H 0.704 -3.076 -2.531
H -5.437 -1.194 3.356
H 1.201 -1.368 -3.319
H -1.992 5.333 3.017
H 4.935 -2.861 3.126
H 5.589 -4.105 2.016
H 6.081 6.929 0.961
H 3.485 -3.793 -1.686
H 2.574 7.477 -1.417
H -1.517 0.071 0.924
H -6.799 -1.480 2.239
H 4.178 12.122 -1.929
H -1.176 -1.263 -2.356
H -6.194 -2.807 3.277
H 0.976 2.984 -2.259
H -3.031 0.535 -0.744
H 3.009 7.511 -3.148
H -3.147 -4.214 -0.310
H 3.917 2.228 -0.768
H -5.902 -2.433 6.980
H -10.007 -1.242 6.513
H 6.317 -7.810 -2.322
H 5.144 -5.030 -2.717
H -0.904 -1.404 0.209
H 4.007 -1.523 -2.206
H 1.535 0.555 0.614
H -0.810 -5.444 -2.944
H 3.558 -5.983 -3.977
H -0.116 4.136 -4.358
H -2.558 -5.842 -0.112
H -2.913 4.566 1.686
H 2.071 4.686 -4.798
H -3.542 -6.437 -2.153
H 2.956 -3.548 -3.360
H 4.732 -5.984 -1.339
H -3.222 -1.149 -1.184
H 4.525 6.170 0.513
H 4.319 -7.546 -3.760
H 5.240 2.413 -2.723
H -4.404 -4.918 -2.059
H -11.497 -0.561 5.794
H 3.649 11.919 -0.234



# 3
ORCA calculation (ωB97M-V with the def2-TZVPD basis set) on a gas-phase ion, C4H6NO2 (charge -1) at a distorted geometry.

* net charge: -1
* frontier orbital gap: 6.6 eV
* HOMO: -0.0908 Ha
* lowest unoccupied orbital energy: 4.158 eV
* total energy: -361.12923 Ha
* SMILES: [O-]/C=C1\CNOC1

Element x y z (Å)
O -0.568 1.578 0.694
O 1.002 -2.449 -1.007
N -1.549 0.859 0.008
C 0.652 0.782 0.856
C -0.975 0.173 -1.021
C 0.591 -0.252 -0.186
C 1.126 -1.475 -0.152
H -1.988 0.230 0.602
H 1.760 -1.615 0.834
H -0.623 0.930 -1.916
H -1.455 -0.755 -1.403
H 1.396 1.480 0.657
H 0.630 0.513 2.033



# 4
ORCA calculation (ωB97M-V with the def2-TZVPD basis set) on 12 unconnected molecules or ions with the total composition C52H64BO26S5 at a distorted geometry.

* net charge: -1
* frontier orbital gap: 9.0 eV
* HOMO: -0.2757 Ha
* lowest unoccupied orbital energy: 1.516 eV
* total energy: -5991.99061 Ha

Element x y z (Å)
S 9.267 -43.114 -12.473
S 7.602 -32.898 -15.786
S 14.684 -36.050 -9.391
S 9.525 -40.271 -19.545
S 11.790 -39.705 -6.491
O 8.106 -42.558 -11.353
O 13.570 -41.465 -15.630
O 11.991 -37.827 -14.099
O 15.261 -35.170 -8.349
O 10.393 -39.484 -7.451
O 7.387 -31.244 -15.948
O 10.967 -35.801 -13.713
O 10.099 -40.438 -20.863
O 10.932 -39.143 -12.485
O 6.440 -33.401 -15.018
O 13.282 -39.529 -12.759
O 12.477 -40.365 -7.856
O 11.876 -40.311 -14.483
O 13.270 -36.266 -9.644
O 7.959 -33.477 -17.080
O 11.452 -40.607 -5.378
O 12.416 -38.427 -6.184
O 10.600 -42.722 -12.027
O 10.265 -39.147 -18.636
O 15.272 -40.511 -13.295
O 8.061 -40.138 -19.530
O 8.939 -44.469 -12.848
O 15.572 -35.715 -10.789
O 15.284 -37.593 -9.371
O 10.052 -41.457 -18.522
O 9.294 -37.606 -11.915
C 8.289 -41.189 -10.855
C 16.669 -43.905 -17.291
C 7.806 -36.612 -16.048
C 12.654 -34.667 -17.216
C 17.907 -45.732 -16.274
C 11.490 -35.378 -17.234
C 15.497 -36.810 -11.645
C 11.154 -39.627 -17.666
C 7.076 -38.924 -16.399
C 14.055 -38.582 -20.310
C 19.627 -40.581 -11.639
C 6.849 -38.989 -15.039
C 14.045 -40.236 -13.514
C 17.666 -45.191 -15.025
C 8.929 -41.970 -13.886
C 13.320 -34.273 -18.366
C 7.240 -37.970 -14.214
C 6.664 -35.929 -10.469
C 10.911 -35.675 -18.455
C 18.137 -40.640 -9.823
C 15.528 -38.008 -10.734
C 14.704 -39.772 -20.405
C 12.799 -34.636 -19.614
C 6.501 -29.450 -17.319
C 18.365 -40.918 -11.167
C 6.051 -36.742 -9.528
C 20.568 -40.002 -10.884
C 20.357 -39.787 -9.511
C 10.342 -37.940 -12.528
C 16.486 -43.343 -16.043
C 19.095 -40.091 -8.975
C 6.974 -40.508 -11.266
C 5.398 -34.723 -8.302
C 7.596 -30.577 -17.206
C 7.600 -36.772 -14.671
C 17.430 -45.059 -17.450
C 15.169 -40.439 -19.270
C 5.372 -36.116 -8.486
C 11.578 -35.334 -19.657
C 14.018 -37.890 -19.104
C 13.133 -40.841 -14.643
C 10.862 -38.913 -8.749
C 9.126 -32.906 -14.729
C 10.528 -40.964 -17.282
C 11.113 -37.009 -13.510
C 15.141 -39.758 -18.105
C 16.961 -44.007 -14.914
C 6.409 -34.578 -10.479
C 5.887 -33.970 -9.336
C 14.532 -38.516 -17.977
C 12.002 -39.879 -9.111
C 7.530 -37.705 -16.914
B 12.032 -39.207 -13.479
H 6.930 -39.601 -10.663
H 6.024 -41.039 -11.210
H 6.548 -39.925 -14.593
H 21.587 -39.827 -11.199
H 6.963 -39.855 -16.935
H 11.119 -35.798 -16.311
H 8.778 -32.690 -13.719
H 16.447 -43.466 -18.252
H 11.238 -38.964 -16.805
H 14.249 -33.729 -18.281
H 9.196 -40.779 -11.298
H 6.953 -34.009 -11.219
H 9.640 -33.867 -14.723
H 7.369 -31.154 -18.103
H 15.412 -40.250 -17.183
H 7.327 -36.446 -11.146
H 17.157 -40.864 -9.428
H 5.557 -29.861 -16.962
H 6.218 -37.804 -9.633
H 17.670 -45.419 -18.440
H 6.708 -28.770 -16.493
H 11.224 -41.733 -16.947
H 11.592 -40.717 -9.675
H 16.473 -38.552 -10.731
H 9.777 -32.133 -15.137
H 13.040 -34.468 -16.228
H 7.960 -42.189 -14.334
H 12.097 -39.832 -18.172
H 11.089 -35.577 -20.589
H 8.243 -35.709 -16.450
H 6.430 -28.971 -18.296
H 6.964 -40.222 -12.318
H 8.997 -40.977 -13.441
H 11.096 -37.852 -8.659
H 14.420 -37.972 -17.051
H 21.205 -39.385 -8.976
H 14.829 -40.309 -21.334
H 10.049 -39.096 -9.452
H 17.553 -41.285 -11.777
H 18.427 -46.676 -16.344
H 5.763 -32.899 -9.406
H 12.788 -39.493 -9.761
H 16.378 -36.878 -12.284
H 13.417 -34.335 -20.447
H 8.576 -30.133 -17.382
H 18.065 -45.736 -14.183
H 9.601 -40.901 -16.711
H 13.612 -38.198 -21.217
H 7.181 -38.031 -13.137
H 8.420 -41.161 -9.773
H 19.823 -40.781 -12.683
H 5.050 -34.117 -7.478
H 16.856 -43.497 -13.967
H 7.768 -37.561 -17.957
H 14.554 -36.791 -12.190
H 7.769 -35.934 -14.011
H 13.521 -36.935 -19.009
H 9.997 -36.249 -18.465
H 15.658 -41.399 -19.349
H 4.981 -36.741 -7.697
H 9.716 -42.119 -14.625
H 16.048 -42.367 -15.894
H 14.721 -38.657 -11.074
H 18.926 -40.009 -7.911



# 5
ORCA calculation (ωB97M-V with the def2-TZVPD basis set) on a single C4H8N2O molecule.

* frontier orbital gap: 9.6 eV
* HOMO: -0.3196 Ha
* lowest unoccupied orbital energy: 0.901 eV
* total energy: -341.87286 Ha
* SMILES: NN=C=CCCO

Element x y z (Å)
O -2.613 -0.986 -0.653
N 2.584 0.162 0.085
N 3.186 0.315 1.379
C -1.983 0.252 -0.922
C 0.160 -0.590 0.077
C 1.425 -0.263 0.108
C -0.911 0.473 0.129
H -2.703 1.085 -0.893
H -0.142 -1.631 0.032
H 4.056 0.813 1.206
H -1.510 0.248 -1.915
H -1.381 0.494 1.119
H 3.452 -0.621 1.690
H -3.165 -1.206 -1.412
H -0.455 1.455 -0.029



# 6
ORCA calculation (ωB97M-V with the def2-TZVPD basis set) on a molecular structure, C19H23F4N4O2Sn.

* net charge: +3
* frontier orbital gap: 4.3 eV
* HOMO: -0.6267 Ha
* lowest unoccupied orbital energy: -12.794 eV
* total energy: -1719.97294 Ha

Element x y z (Å)
Sn 1.098 0.365 1.856
F 2.946 6.993 -1.313
F 5.705 3.337 -0.321
F 0.758 5.591 -0.526
F 3.535 1.880 0.474
O -0.383 -2.722 -1.709
O -2.606 -4.973 -2.469
N 0.956 -1.877 1.915
N -0.542 -4.977 -1.476
N 1.103 2.945 0.429
N -0.893 0.806 0.785
C 0.787 -4.128 2.651
C -0.257 -3.745 -1.050
C 3.418 3.112 0.058
C -1.225 2.239 1.044
C 2.062 3.682 0.017
C -3.338 -0.074 0.944
C 0.366 -4.528 1.386
C -1.243 -5.198 -2.730
C -0.297 3.309 0.455
C -1.750 1.171 -1.641
C 4.303 5.151 -0.804
C -1.923 -0.063 1.495
C -0.784 0.470 -0.693
C 1.943 5.067 -0.485
C 1.058 -2.799 2.895
C 0.590 -2.283 0.693
C 3.049 5.768 -0.877
C 0.253 -3.581 0.373
C 4.497 3.836 -0.345
H 5.178 5.717 -1.122
H -1.547 2.234 -1.759
H -0.407 4.217 1.059
H -3.794 0.914 0.905
H -2.789 1.050 -1.350
H 1.371 -2.450 3.871
H 0.549 -1.564 -0.121
H -2.219 2.434 0.642
H -1.633 0.712 -2.622
H -1.303 2.372 2.126
H -1.045 -6.226 -3.035
H -1.933 0.283 2.534
H 0.891 -4.845 3.454
H -3.948 -0.676 1.617
H -0.927 -0.606 -0.790
H -3.121 -5.187 -3.256
H 0.127 -5.571 1.223
H -0.842 -4.497 -3.463
H -0.514 -5.748 -0.829
H -3.389 -0.541 -0.038
H -0.600 3.595 -0.555
H -1.533 -1.081 1.484
H 0.245 0.688 -1.007



# 7
ORCA calculation (ωB97M-V with the def2-TZVPD basis set) on 2 unconnected molecules or ions with the total composition CH4O2 at a distorted geometry.

* frontier orbital gap: 10.8 eV
* HOMO: -0.3824 Ha
* lowest unoccupied orbital energy: 0.372 eV
* total energy: -190.93197 Ha
* SMILES: C=O.O

Element x y z (Å)
O -0.108 -1.755 1.753
O 0.727 0.787 -2.702
C -0.245 -0.523 2.077
H 0.055 1.484 -2.880
H -1.121 -0.220 2.700
H 0.468 0.285 1.786
H 0.224 -0.058 -2.734



# 8
ORCA calculation (ωB97M-V with the def2-TZVPD basis set) on a single CH3N3S molecule at a distorted geometry.

* frontier orbital gap (alpha / beta): 7.7 / 8.5 eV
* HOMO (alpha / beta): -0.2692 / -0.2846 Ha
* lowest unoccupied orbital energy (alpha / beta): 0.351 / 0.757 eV
* total energy: -602.19284 Ha
* SMILES: C1NN=NS1

Element x y z (Å)
S 0.743 0.382 -2.073
N 2.043 -0.813 -0.133
N 0.889 -0.563 0.220
N 2.166 -0.276 -1.646
C -0.133 0.093 -0.520
H -0.246 1.148 -0.102
H -1.001 -0.416 -0.792
H 0.769 -0.693 1.176



# 9
ORCA calculation (ωB97M-V with the def2-TZVPD basis set) on 2 unconnected molecules or ions with the total composition C5H9NO at a distorted geometry.

* frontier orbital gap: 11.0 eV
* HOMO: -0.3785 Ha
* lowest unoccupied orbital energy: 0.725 eV
* total energy: -325.84050 Ha
* SMILES: N#CCCC=O.C

Element x y z (Å)
O -0.018 -0.952 -1.680
N -2.617 2.556 0.995
C -0.393 0.038 0.443
C -1.908 0.286 -0.044
C -2.379 1.528 0.527
C 0.004 0.034 -0.981
C 2.381 -0.847 0.230
H -2.069 0.355 -1.143
H 0.063 0.831 1.062
H 0.125 1.069 -1.362
H 1.510 -1.182 -0.318
H 2.173 -0.701 1.294
H -2.467 -0.602 0.235
H 2.740 0.094 -0.201
H 3.112 -1.637 0.101
H -0.274 -0.914 0.974